C28H45N3O12 | ωB97M-V/def2-TZVPD

Calculated values
HOMO level = -10.9 eV
Net charge = 0
SMILES string = C[C@H]1COC(=O)O1.C[C@H]1COC(=O)O1.C[C@H]1COC(=O)O1.C[C@H]1COC(=O)O1.CCCC#N.CCCC#N.CCCC#N
Lowest unoccupied orbital energy = 0.602 eV

Geometry as XYZ:
```
88
Properties=species:S:1:pos:R:3:mulliken_charge:R:1
C -25.88 -2.62 -3.57 -1.315
C -25.50 -2.87 -2.13 -0.495
C -24.08 -3.45 -2.00 1.474
C -23.86 -4.62 -2.86 0.043
N -23.56 -5.53 -3.47 -0.595
H -25.75 -3.46 -4.19 0.467
H -25.31 -1.83 -4.10 0.138
H -26.94 -2.43 -3.77 0.389
H -26.18 -3.69 -1.89 0.343
H -25.46 -2.01 -1.52 0.376
H -23.92 -3.68 -0.96 -0.410
H -23.33 -2.71 -2.24 -0.283
C -23.30 0.02 -6.59 -1.262
C -23.81 0.72 -5.27 -0.515
C -23.05 0.28 -3.96 0.358
C -23.69 0.79 -2.79 0.366
N -24.28 1.11 -1.84 -0.693
H -22.41 0.51 -6.97 0.356
H -24.06 0.14 -7.31 0.398
H -23.08 -1.03 -6.34 0.286
H -24.84 0.44 -5.06 0.341
H -23.84 1.82 -5.43 0.435
H -21.97 0.41 -3.95 0.448
H -23.08 -0.82 -3.80 -0.391
C -21.38 -3.79 3.89 0.208
C -20.11 -3.47 4.66 -0.792
C -18.78 -3.65 3.83 -0.337
C -18.86 -2.62 2.75 0.293
N -18.63 -1.73 2.06 -0.536
H -22.22 -3.18 4.23 -0.104
H -21.70 -4.86 3.87 0.340
H -21.23 -3.47 2.88 -0.344
H -20.02 -3.96 5.63 0.459
H -20.06 -2.41 4.87 0.334
H -18.61 -4.53 3.27 0.097
H -17.84 -3.47 4.40 0.376
C -20.59 0.20 -0.05 -0.812
C -21.51 -0.31 1.09 0.231
C -22.90 0.38 1.12 -0.543
O -23.79 -0.68 1.47 -0.341
C -23.23 -1.80 1.17 0.151
O -23.69 -2.87 1.31 -0.697
O -21.96 -1.63 0.68 0.621
H -19.68 -0.38 -0.11 -0.125
H -20.31 1.22 0.23 0.500
H -21.21 0.25 -0.98 0.064
H -21.06 -0.34 2.14 0.298
H -23.08 0.88 0.18 0.210
H -22.96 1.05 1.99 0.328
C -16.91 -1.33 -1.17 -0.791
C -17.48 -1.92 -2.47 0.320
C -17.94 -3.42 -2.54 -0.463
O -19.34 -3.41 -2.32 -0.227
C -19.78 -2.17 -2.70 0.372
O -20.93 -1.85 -2.85 -0.449
O -18.77 -1.31 -2.75 -0.341
H -15.90 -1.66 -0.89 0.412
H -17.59 -1.66 -0.38 -0.059
H -17.15 -0.23 -1.27 0.280
H -16.72 -1.78 -3.31 0.290
H -17.47 -4.06 -1.81 0.242
H -17.73 -3.75 -3.57 0.272
C -26.49 -4.42 3.85 -1.383
C -25.55 -3.29 4.22 1.647
C -26.20 -2.07 4.85 -0.417
O -25.33 -1.66 5.92 -0.365
C -24.61 -2.72 6.31 0.710
O -23.90 -2.78 7.25 -0.536
O -24.79 -3.74 5.38 -0.410
H -25.82 -5.32 3.67 0.300
H -27.09 -4.16 2.94 0.324
H -27.08 -4.53 4.80 0.387
H -24.90 -3.10 3.38 -0.825
H -27.05 -2.40 5.39 0.339
H -26.26 -1.24 4.13 0.297
C -21.47 -4.96 0.12 -0.675
C -20.43 -6.01 0.47 0.381
C -19.69 -6.62 -0.67 -0.672
O -18.39 -6.04 -0.66 -0.410
C -18.24 -5.33 0.46 0.665
O -17.22 -4.76 0.73 -0.577
O -19.30 -5.51 1.20 -0.232
H -22.27 -4.78 0.86 0.094
H -22.08 -5.36 -0.78 0.226
H -21.15 -4.00 -0.27 0.038
H -20.72 -6.83 1.12 0.420
H -20.15 -6.48 -1.68 0.323
H -19.55 -7.68 -0.46 0.350
```